No. 1
DFT (ωB97M-V with the def2-TZVPD basis set) results for a 5-piece molecular cluster, CH12O4 overall at a distorted geometry.

Structure (XYZ):
```
17
Properties=species:S:1:pos:R:3:forces:R:3
C -2.6413 -0.7726 -2.9885 -1.70 -0.45 -1.64
H -2.9419 -1.8221 -2.8977 0.35 0.10 0.18
H -3.5593 -0.2926 -3.3814 0.25 0.04 0.55
H -2.3896 -0.3633 -2.0281 0.58 0.25 0.08
H -1.9805 -0.6804 -3.8606 0.53 0.06 0.85
H 3.6026 -1.8107 0.6556 0.00 0.09 -0.21
H 2.2374 -1.5716 0.0293 1.21 0.09 -0.10
O 3.2004 -1.5326 -0.1789 -1.08 -0.16 0.45
H -1.5084 1.8823 0.6109 0.02 -0.54 0.29
H -1.2503 0.8778 1.8035 -0.64 0.68 -0.94
O -1.8001 1.0368 0.9927 0.49 0.09 1.03
H -0.9114 -0.4351 0.6508 0.74 0.16 -1.88
H 0.3885 -1.2768 -0.2399 -1.82 1.34 0.33
O -0.2174 -1.1039 0.5091 1.09 -1.80 0.97
H 0.7741 2.8644 1.8603 1.18 -0.80 -0.33
H 1.7495 2.3504 0.7622 0.05 0.07 -0.29
O 1.5035 2.2174 1.6772 -1.25 0.78 0.66
```
Forces are in eV/Å.

Largest force on an atom = 2.40 eV/A
SMILES = C.O.O.O.O
LUMO = 0.151 eV
Kohn-Sham gap = 0.413 Eh
Energy relative to the best compared isomer or geometry (same formula, charge and spin) = 36.08 kcal per mole

***

No. 2
DFT (ωB97M-V with the def2-TZVPD basis set) results for a 2-piece molecular cluster, C5H8NO2 overall at a distorted geometry.

Structure (XYZ):
```
16
Properties=species:S:1:pos:R:3:forces:R:3
C -0.8298 0.6247 3.4098 -0.92 -0.32 -0.07
C -0.5538 0.0725 -1.5803 -0.07 -0.29 -1.03
C 1.0014 -1.5350 -0.2735 1.85 1.12 -3.78
C -1.1750 1.2310 -1.5367 -0.91 1.05 0.29
C 1.3484 -0.0890 -0.1815 0.43 -2.37 -1.40
N -0.0389 -0.5319 -0.3454 -0.72 1.32 -0.81
O -0.6082 0.1893 2.3459 0.44 0.20 0.16
O -1.1646 1.0114 4.4369 0.47 0.13 -0.01
H -0.2060 -0.4100 -2.5155 -0.13 0.21 0.88
H 1.7386 0.0808 -1.1639 0.36 1.28 0.00
H 1.4023 -2.0049 -1.2302 -1.20 0.57 1.30
H 0.8926 -2.1591 0.4886 -0.28 -2.45 3.33
H -1.3271 1.8409 -2.4898 -0.13 -1.08 1.64
H -1.5498 1.5973 -0.5210 0.65 -0.10 -1.70
H 1.6287 0.4933 0.6246 0.38 0.80 1.62
H -0.5587 -0.4112 0.5319 -0.20 -0.08 -0.42
```
Forces are in eV/Å.

Net charge = +1
Largest force on an atom = 4.35 eV/A
LUMO = -2.936 eV
Kohn-Sham gap = 0.437 Eh
Energy relative to the best compared isomer or geometry (same formula, charge and spin) = 31.61 kcal per mole

***

No. 3
DFT (ωB97M-V with the def2-TZVPD basis set) results for a 2-piece molecular cluster, C4H7ClS overall at a distorted geometry.

Structure (XYZ):
```
13
Properties=species:S:1:pos:R:3:forces:R:3
C 2.1241 0.9867 0.1453 -6.81 -3.57 -4.44
C 0.9182 0.3450 -0.6339 -0.38 -0.10 -0.21
C -0.3689 -0.3190 -1.4734 7.36 3.81 4.75
C -0.9302 -1.6337 -1.1020 -0.06 -0.26 0.04
S -1.0764 1.5714 2.3045 -0.13 0.33 -0.28
Cl -0.9786 0.6302 -2.7354 -0.21 0.11 -0.21
H 1.8971 1.6217 0.9753 -0.17 0.13 0.26
H 3.1002 0.7879 -0.2363 0.37 -0.11 -0.14
H -0.5621 1.6747 3.5246 0.08 0.01 0.30
H -1.5423 -1.9976 -1.9233 -0.06 -0.09 -0.04
H -1.5553 -1.5683 -0.2106 -0.08 0.02 -0.01
H -0.1388 -2.3576 -0.9107 0.00 0.05 0.01
H -0.8871 0.2586 2.2759 0.08 -0.32 -0.03
```
Forces are in eV/Å.

Largest force on an atom = 9.55 eV/A
SMILES = C=C=C(C)Cl.S
LUMO (alpha / beta) = 0.505 / 0.499 eV
Kohn-Sham gap (alpha / beta) = 0.321 / 0.321 Eh
Energy relative to the best compared isomer or geometry (same formula, charge and spin) = 123.73 kcal per mole